[1]
ORCA calculation (ωB97M-V/def2-TZVPD) on a molecular structure, C36H42KN10O3P2Te.

Calculated values
- Energy above the lowest of the compared OMol25 structures with the same formula, charge and spin: 0.885 eV
- HOMO energy: -2.70 eV
- M: 891.45 g mol⁻¹
- HOMO-LUMO gap: 4.454 eV

The geometry in ORCA input format:
```
! RIJCOSX wB97M-V def2-TZVPD def2/J DEFGRID3
* xyz -1 1
K 0.851 -0.095 -0.781
C -1.533 2.346 4.366
N -0.815 2.244 3.115
C 0.148 3.115 2.684
C 0.521 2.690 1.439
N -0.202 1.593 1.095
C -0.991 1.327 2.110
P -2.232 0.019 2.225
C -3.103 0.202 0.640
N -2.603 0.108 -0.571
C -3.643 0.309 -1.424
C -4.793 0.546 -0.721
N -4.446 0.482 0.599
C -5.345 0.676 1.717
C -1.304 -1.515 1.879
N -0.810 -1.928 0.730
C -0.343 -3.188 0.946
C -0.558 -3.552 2.247
N -1.173 -2.483 2.839
C -1.578 -2.410 4.227
H -0.997 3.035 5.014
H -1.588 1.375 4.857
H -2.545 2.722 4.211
H 0.475 3.942 3.288
H 1.258 3.109 0.776
H -3.506 0.302 -2.492
H -5.801 0.763 -1.032
H -6.313 0.983 1.329
H -4.970 1.452 2.383
H -5.467 -0.246 2.287
H 0.139 -3.752 0.164
H -0.316 -4.443 2.800
H -1.114 -3.234 4.765
H -2.661 -2.481 4.326
H -1.240 -1.475 4.671
N -0.121 -3.020 -4.679
C -1.252 -2.302 -5.003
C -1.394 -1.379 -4.012
N -0.378 -1.493 -3.101
C 0.377 -2.466 -3.535
C 1.588 -2.919 -2.866
N 2.315 -2.173 -2.077
C 3.333 -2.971 -1.627
C 3.223 -4.219 -2.164
N 2.099 -4.180 -2.962
H 0.393 -3.602 -5.316
H -1.816 -2.496 -5.897
H -2.145 -0.615 -3.915
H 4.085 -2.582 -0.961
H 3.824 -5.106 -2.065
H 1.682 -4.958 -3.441
C 1.493 -0.633 4.214
C 2.779 0.118 3.919
O 2.769 0.594 2.583
P 3.634 -0.147 1.424
O 3.138 0.396 0.137
Te 5.953 -0.081 1.931
O 3.075 -1.685 1.574
C 3.863 -2.789 2.005
C 2.998 -4.029 1.974
H 1.472 -0.959 5.258
H 1.404 -1.504 3.563
H 0.635 0.019 4.028
H 3.664 -0.502 4.096
H 2.866 0.996 4.564
H 4.252 -2.605 3.011
H 4.734 -2.897 1.353
H 2.163 -3.939 2.670
H 3.594 -4.901 2.252
H 2.590 -4.185 0.974
C -1.874 5.928 0.571
C -2.597 4.751 0.435
C -2.184 3.774 -0.460
C -1.036 3.934 -1.241
C -0.325 5.132 -1.100
C -0.736 6.110 -0.212
C -0.576 2.862 -2.146
C 0.429 3.004 -3.019
C 0.793 1.974 -3.945
C 1.884 1.111 -3.697
C 2.264 0.138 -4.601
C 1.578 -0.035 -5.802
C 0.497 0.801 -6.067
C 0.111 1.778 -5.168
H -2.191 6.694 1.270
H -3.493 4.593 1.029
H -2.746 2.851 -0.550
H 0.567 5.253 -1.704
H -0.159 7.024 -0.118
H -1.160 1.933 -2.043
H 2.449 1.237 -2.778
H 3.108 -0.499 -4.359
H 1.892 -0.784 -6.521
H -0.059 0.686 -6.993
H -0.729 2.424 -5.398
*
```



[2]
ORCA calculation (ωB97M-V/def2-TZVPD) on a molecular structure, C36H43AsO5PPt.

Calculated values
- Energy above the lowest of the compared OMol25 structures with the same formula, charge and spin: 2.287 eV
- HOMO energy: -2.88 eV
- M: 856.71 g mol⁻¹
- HOMO-LUMO gap: 5.213 eV

The geometry in ORCA input format:
```
! RIJCOSX wB97M-V def2-TZVPD def2/J DEFGRID3
* xyz -1 1
Pt 2.340 1.270 0.047
O 6.542 -0.624 -0.678
C 5.548 -0.536 -0.067
O 4.810 -0.201 0.761
C 4.280 -2.044 -1.257
O 4.869 -3.021 -1.006
O 3.493 -1.349 -1.750
C -0.508 2.413 -2.257
C -1.017 3.329 -1.161
O -0.371 2.976 0.037
C -0.669 3.839 1.109
C 0.076 3.347 2.332
H -0.635 2.874 -3.240
H -1.034 1.457 -2.263
H 0.555 2.215 -2.090
H -2.110 3.231 -1.034
H -0.814 4.384 -1.398
H -1.758 3.845 1.286
H -0.370 4.866 0.845
H -0.424 2.485 2.775
H 0.147 4.138 3.082
H 1.083 3.040 2.037
C 2.389 4.789 -0.965
C 3.492 4.218 -0.082
C 4.751 5.083 -0.203
C 3.766 2.749 -0.430
H 2.124 5.816 -0.685
H 1.502 4.160 -0.901
H 2.718 4.802 -2.011
H 3.152 4.277 0.960
H 5.127 5.053 -1.231
H 5.545 4.710 0.449
H 4.559 6.132 0.056
H 4.689 2.431 0.084
H 3.992 2.694 -1.510
C 0.330 -1.458 -0.775
C -0.686 -2.527 -0.386
As -1.546 -3.292 -1.984
C -2.464 -1.658 -2.553
C -2.157 -1.118 -3.797
C -2.750 0.065 -4.222
C -3.658 0.716 -3.403
C -3.970 0.185 -2.157
C -3.376 -0.995 -1.735
C -3.084 -4.134 -1.107
C -3.031 -4.585 0.208
C -4.125 -5.223 0.782
C -5.285 -5.416 0.049
C -5.347 -4.970 -1.265
C -4.253 -4.338 -1.837
P 1.067 -0.424 0.583
C 2.001 -1.629 1.610
C 2.279 -2.938 1.225
C 3.106 -3.751 1.995
C 3.659 -3.268 3.168
C 3.405 -1.956 3.556
C 2.601 -1.143 2.776
C -0.466 -0.145 1.576
C -0.629 -0.499 2.913
C -1.810 -0.210 3.591
C -2.859 0.417 2.936
C -2.721 0.744 1.592
C -1.539 0.469 0.926
H -0.128 -0.720 -1.439
H 1.172 -1.864 -1.337
H -1.470 -2.111 0.248
H -0.216 -3.343 0.165
H -1.441 -1.620 -4.437
H -2.493 0.481 -5.188
H -4.117 1.642 -3.728
H -4.674 0.694 -1.510
H -3.623 -1.399 -0.759
H -2.139 -4.435 0.803
H -4.068 -5.563 1.809
H -6.139 -5.908 0.498
H -6.250 -5.113 -1.846
H -4.316 -3.987 -2.861
H 1.894 -3.327 0.289
H 3.336 -4.754 1.655
H 4.310 -3.897 3.763
H 3.868 -1.555 4.450
H 2.465 -0.099 3.038
H 0.169 -1.004 3.441
H -1.908 -0.486 4.634
H -3.778 0.641 3.464
H -3.537 1.221 1.060
H -1.446 0.737 -0.118
*
```



[3]
ORCA calculation (ωB97M-V/def2-TZVPD) on a molecular structure, C36H43BrF6N2O7PTeZr.

Calculated values
- Energy above the lowest of the compared OMol25 structures with the same formula, charge and spin: 0.489 eV
- HOMO energy: -10.71 eV
- M: 1059.44 g mol⁻¹
- HOMO-LUMO gap: 8.038 eV

The geometry in ORCA input format:
```
! RIJCOSX wB97M-V def2-TZVPD def2/J DEFGRID3
* xyz 1 1
Zr -0.168 -0.091 0.794
O 3.939 -0.670 -0.225
C 4.085 0.643 -0.558
C 5.164 1.036 -1.350
C 5.336 2.354 -1.720
C 4.423 3.314 -1.306
C 3.355 2.928 -0.521
C 3.168 1.602 -0.122
C 1.943 1.317 0.710
O 1.807 0.028 1.217
N 1.743 2.301 1.766
N 0.605 1.863 2.445
C 0.473 2.326 3.624
C -0.485 1.858 4.626
Br -0.532 -0.025 4.861
C -1.111 2.668 5.479
C -1.102 4.131 5.412
C -1.182 4.852 6.607
C -1.141 6.235 6.599
C -1.041 6.921 5.395
C -0.995 6.219 4.201
C -1.031 4.833 4.205
H 4.681 -1.156 -0.602
H 5.874 0.283 -1.677
H 6.184 2.630 -2.334
H 4.543 4.350 -1.591
H 2.637 3.668 -0.191
H 1.084 1.569 0.019
H 2.554 2.327 2.378
H 1.173 3.087 3.976
H -1.658 2.222 6.303
H -1.266 4.320 7.547
H -1.194 6.780 7.532
H -1.019 8.003 5.389
H -0.949 6.752 3.260
H -1.052 4.299 3.265
C -1.464 -4.010 -2.481
C -0.529 -3.250 -3.405
C 0.662 -4.088 -3.823
C -1.280 -2.708 -4.605
O 0.092 -2.152 -2.618
P -0.526 -0.944 -1.866
O 0.591 -0.122 -1.214
O -1.360 -1.354 -0.654
O -1.375 -0.083 -2.852
C -0.866 0.951 -3.804
C 0.519 0.586 -4.312
C -0.835 2.277 -3.067
C -1.897 0.971 -4.914
H -1.891 -4.863 -3.009
H -2.282 -3.371 -2.145
H -0.914 -4.385 -1.619
H 0.316 -4.944 -4.403
H 1.196 -4.455 -2.946
H 1.347 -3.506 -4.439
H -1.682 -3.557 -5.159
H -0.621 -2.160 -5.277
H -2.113 -2.070 -4.314
H 1.251 0.570 -3.504
H 0.831 1.347 -5.029
H 0.530 -0.375 -4.822
H -0.107 2.257 -2.256
H -1.820 2.519 -2.671
H -0.543 3.065 -3.762
H -1.930 0.018 -5.440
H -1.643 1.751 -5.632
H -2.885 1.184 -4.508
C -3.930 -0.124 0.451
C -3.070 0.729 1.384
O -1.893 0.112 1.776
C -3.914 1.070 2.632
F -4.355 -0.057 3.199
F -4.980 1.812 2.285
F -3.229 1.748 3.553
C -2.654 2.025 0.654
F -1.576 1.681 -0.182
F -2.181 2.977 1.440
F -3.575 2.549 -0.131
H -4.066 -1.100 0.911
H -3.431 -0.258 -0.504
H -4.903 0.336 0.291
C 2.104 -3.133 1.170
Te 0.368 -2.583 2.283
C -0.670 -4.058 1.136
C 0.433 -4.934 0.578
C 0.140 -6.197 0.070
C 1.134 -6.979 -0.494
C 2.439 -6.501 -0.553
C 2.743 -5.256 -0.028
C 1.751 -4.465 0.547
H 2.935 -3.215 1.867
H 2.341 -2.349 0.452
H -1.244 -3.556 0.361
H -1.342 -4.616 1.784
H -0.878 -6.566 0.119
H 0.897 -7.963 -0.877
H 3.221 -7.109 -0.989
H 3.765 -4.897 -0.047
*
```



[4]
ORCA calculation (ωB97M-V/def2-TZVPD) on a molecular structure, C36H43ClIN4O2P2PdSi2.

Calculated values
- <S²>: 2.010
- Energy above the lowest of the compared OMol25 structures with the same formula, charge and spin: 0.000 eV
- HOMO energy (spin up / spin down): -3.99 / -5.16 eV
- M: 950.66 g mol⁻¹
- HOMO-LUMO gap (spin up / spin down): 6.119 / 7.210 eV

The geometry in ORCA input format:
```
! RIJCOSX wB97M-V def2-TZVPD def2/J DEFGRID3
* xyz -1 3
Pd 0.028 -1.157 -0.525
C 5.126 -0.551 -0.115
Si 3.576 -1.606 0.093
C 3.635 -2.456 1.762
C 3.590 -2.900 -1.274
N 2.159 -0.664 -0.022
P 1.686 0.833 -0.131
C 0.036 1.110 0.184
P -1.608 0.663 0.175
N -2.120 -0.832 0.147
Si -3.518 -1.586 -0.468
C -4.098 -2.881 0.772
C -3.210 -2.452 -2.107
C -4.949 -0.394 -0.775
C -2.065 1.457 -1.422
C -1.532 0.905 -2.589
C -1.849 1.436 -3.829
C -2.716 2.519 -3.927
C -3.260 3.065 -2.776
C -2.934 2.539 -1.531
C -2.438 1.642 1.452
C -2.080 2.968 1.677
C -2.740 3.715 2.642
C -3.752 3.135 3.398
C -4.093 1.806 3.194
C -3.434 1.061 2.224
C 1.921 1.543 -1.789
C 1.681 2.895 -2.035
C 1.785 3.400 -3.320
C 2.128 2.557 -4.372
C 2.364 1.212 -4.134
C 2.262 0.706 -2.843
C 2.646 1.888 0.992
C 2.313 1.840 2.345
C 3.070 2.543 3.269
C 4.157 3.302 2.852
C 4.488 3.357 1.505
C 3.735 2.648 0.577
H 6.020 -1.182 -0.112
H 5.228 0.177 0.694
H 5.106 -0.006 -1.063
H 4.253 -3.358 1.755
H 2.623 -2.729 2.074
H 4.034 -1.780 2.524
H 4.160 -3.787 -0.986
H 4.037 -2.500 -2.190
H 2.570 -3.215 -1.505
H -3.242 -3.233 1.353
H -4.563 -3.742 0.286
H -4.823 -2.463 1.476
H -2.366 -3.139 -2.038
H -2.995 -1.723 -2.894
H -4.094 -3.023 -2.406
H -5.166 0.244 0.084
H -5.851 -0.977 -0.995
H -4.752 0.253 -1.633
H -0.855 0.051 -2.528
H -1.416 1.002 -4.722
H -2.965 2.930 -4.898
H -3.943 3.904 -2.841
H -3.372 2.972 -0.641
H -1.270 3.401 1.103
H -2.456 4.746 2.811
H -4.262 3.717 4.156
H -4.863 1.341 3.797
H -3.665 0.013 2.084
H 1.388 3.543 -1.217
H 1.590 4.449 -3.504
H 2.204 2.950 -5.379
H 2.624 0.550 -4.951
H 2.432 -0.346 -2.643
H 1.445 1.264 2.660
H 2.809 2.504 4.320
H 4.744 3.851 3.578
H 5.334 3.945 1.173
H 4.006 2.678 -0.471
I -0.349 -7.515 -1.648
C -0.212 -5.612 -0.880
C -0.281 -5.231 0.448
N -0.147 -3.902 0.475
N 0.006 -3.396 -0.752
C -0.032 -4.420 -1.593
H -0.410 -5.800 1.352
H -0.142 -3.240 1.309
H 0.069 -4.266 -2.655
Cl 1.196 -2.630 5.342
C 0.408 -1.188 4.622
C -0.036 -1.320 3.149
O -0.482 -0.251 2.703
O 0.088 -2.441 2.603
H 1.111 -0.364 4.709
H -0.465 -0.967 5.230
*
```